C29H26CoN4O7 | ωB97M-V/def2-TZVPD

Positions of all 67 atoms, in Å:
Co -2.287 0.253 0.511
O -0.192 -0.498 -4.273
O -2.633 3.368 2.978
O -2.684 -2.066 0.705
O 1.320 2.122 0.497
O 1.947 -2.799 -2.491
O -2.839 -3.589 2.346
O -2.660 2.125 1.094
N 1.734 -0.982 -0.267
N -0.133 -0.797 -1.623
N -0.287 -0.172 0.604
N -2.668 -0.074 2.410
C 0.383 -0.419 2.950
C 4.497 0.469 -2.270
C 3.552 0.281 -1.276
C 3.732 -1.528 -3.363
C -3.006 -0.347 5.104
C 1.650 1.305 4.040
C 0.409 -0.613 -0.406
C 0.268 3.036 0.132
C -2.661 2.318 2.361
C -2.767 -2.341 1.881
C 0.987 0.088 4.091
C -2.886 0.912 4.539
C 0.418 0.281 1.748
C -2.169 0.569 -1.357
C -1.192 0.126 -3.543
C -2.982 -1.480 4.292
C -3.120 1.357 -2.013
C 1.732 1.994 2.839
C 4.580 -0.435 -3.320
C -2.731 1.013 3.162
C 2.691 -0.812 -1.311
C 1.135 1.486 1.695
C -1.198 -0.026 -2.157
C -2.808 -1.287 2.936
C -2.169 0.877 -4.168
C 0.874 0.386 -4.605
C 2.796 -1.729 -2.357
C 1.886 -3.726 -1.405
C -3.137 1.502 -3.393
H 1.652 -4.693 -1.844
H 2.117 1.710 4.928
H 0.643 3.601 -0.718
H 3.438 1.001 -0.475
H 1.592 -0.188 -5.187
H 1.109 -3.448 -0.693
H 2.846 -3.780 -0.891
H -0.125 -1.375 2.980
H -3.097 -2.477 4.693
H 0.510 1.229 -5.196
H -3.867 1.874 -1.420
H -2.156 0.971 -5.247
H 2.266 2.933 2.768
H 1.363 0.767 -3.701
H -0.637 2.498 -0.139
H -3.132 -0.454 6.173
H 0.938 -0.470 5.018
H -2.826 -4.186 1.582
H 2.092 -0.786 0.657
H 5.309 -0.291 -4.107
H -2.911 1.821 5.124
H 3.775 -2.248 -4.169
H 0.415 -1.299 -2.309
H 5.155 1.326 -2.231
H 0.050 3.712 0.962
H -3.901 2.103 -3.871

## Properties
HOMO-LUMO gap (spin up / spin down), eV: 7.14 / 7.03
LUMO energy (spin up / spin down), eV: -0.584 / -0.596
<S²>: 0.768
Spin multiplicity: 2
HOMO (spin up / spin down), eV: -7.72 / -7.63


C29H26ErF5N5S2 | ωB97M-V/def2-TZVPD

Positions of all 68 atoms, in Å:
Er 0.183 0.243 0.195
S 4.954 -0.949 -0.701
S 0.959 2.935 -0.710
F 0.850 2.255 -6.595
F -0.157 0.306 -4.956
F 1.915 4.495 -5.484
F -0.102 0.604 -2.311
F 1.985 4.814 -2.842
N 2.289 -0.087 -0.609
N -1.693 -1.021 -0.512
N 0.563 0.023 2.568
N -1.904 1.491 0.494
N 0.662 -1.989 0.835
C 2.025 -3.287 2.326
C 0.934 -2.662 5.123
C 1.791 -3.695 4.790
C 3.405 -0.447 -0.641
C -1.190 1.449 3.662
C 0.854 -2.986 -0.204
C -1.110 3.370 1.942
C 0.881 2.398 -5.263
C -3.958 -1.446 0.195
C 2.318 -3.909 3.518
C 0.424 1.603 -3.069
C 1.454 3.682 -3.318
C -5.313 -1.188 0.375
C 0.303 1.108 3.505
C -4.181 1.572 -0.310
C -2.877 -0.594 -0.130
C -0.130 -2.725 -1.341
C 0.766 -1.185 3.045
C 0.374 1.418 -4.435
C -2.031 2.916 0.820
C -1.488 2.916 3.352
C -2.980 0.881 0.084
C -5.493 1.180 -0.253
C 1.423 3.534 -4.691
C 0.499 -1.572 4.384
C -6.043 -0.039 0.156
C -1.540 -2.435 -0.832
C 0.953 2.720 -2.439
C 1.131 -2.215 2.029
H -4.010 2.587 -0.646
H -3.678 -2.484 0.319
H 0.754 0.893 4.477
H -1.093 4.463 1.918
H -1.767 0.806 2.994
H 3.039 -4.718 3.437
H 2.076 -4.384 5.574
H -2.551 3.116 3.525
H -1.527 1.214 4.676
H -0.083 3.079 1.708
H -2.290 -2.717 -1.579
H -1.803 3.510 -0.068
H 0.673 -3.985 0.214
H -3.062 3.133 1.116
H -0.943 3.538 4.070
H -0.137 -3.589 -2.008
H 0.836 1.983 3.128
H 0.207 -1.883 -1.955
H 0.568 -2.672 6.147
H -5.892 -2.057 0.676
H -7.120 -0.098 0.256
H 2.541 -3.674 1.456
H -0.132 -0.881 4.929
H -6.208 1.945 -0.542
H 1.882 -2.975 -0.584
H -1.724 -3.064 0.050

## Properties
HOMO-LUMO gap (spin up / spin down), eV: 7.21 / 7.22
LUMO energy (spin up / spin down), eV: 2.502 / 2.502
Net charge: -1
<S²>: 3.753
Spin multiplicity: 4
HOMO (spin up / spin down), eV: -4.71 / -4.72


C29H26FN6O5Tl | ωB97M-V/def2-TZVPD

Positions of all 68 atoms, in Å:
Tl -3.723 1.315 1.270
F 0.310 -3.728 0.416
O -3.924 3.283 0.085
O -2.809 4.750 -1.163
O 0.047 1.414 3.471
O -2.838 -0.166 -0.255
O -2.149 1.951 5.216
N 0.822 1.411 -1.671
N 2.712 -3.043 -1.071
N 5.029 -4.182 -1.252
N -2.204 1.509 2.965
N -4.950 0.920 3.253
N -1.615 1.742 0.330
C 1.921 1.502 -2.649
C 2.468 2.814 -3.124
C -0.568 -1.621 -0.002
C -6.822 0.435 4.619
C -6.217 0.544 3.376
C -0.440 3.159 -1.374
C 0.708 0.062 -1.122
C -0.492 -0.348 -0.545
C 3.946 -5.156 -0.975
C -1.738 0.504 -0.564
C 3.179 -3.094 -2.447
C -2.941 3.692 -0.610
C -6.078 0.749 5.749
C -4.753 1.127 5.597
C -0.864 1.583 2.700
C -0.435 1.954 -2.324
C 0.636 2.239 0.780
C 3.308 1.920 -2.261
C -1.763 2.657 -0.780
C 1.659 -2.165 -0.787
C 2.702 -4.389 -0.502
C -2.725 1.589 4.225
C -4.202 1.198 4.320
C 1.764 -0.835 -1.211
C -0.567 1.879 1.240
C -1.787 1.481 -1.780
C 0.799 2.587 -0.660
C 0.479 -2.508 -0.114
C 4.691 -3.371 -2.452
H 1.796 0.724 -3.394
H -1.493 -1.931 0.458
H -6.756 0.329 2.463
H 2.703 -0.514 -1.632
H -2.578 1.316 -2.506
H -0.435 4.194 -1.703
H 1.814 -4.962 -0.796
H -7.854 0.125 4.689
H -4.118 1.375 6.435
H 4.959 -3.927 -3.353
H 2.724 2.884 -4.172
H -0.340 2.006 -3.405
H 3.504 2.203 -1.238
H 2.974 -2.161 -2.966
H 2.088 3.743 -2.728
H 3.747 -5.709 -1.895
H 1.696 3.187 -0.789
H 1.465 2.363 1.457
H 2.647 -3.886 -2.991
H 5.268 -2.446 -2.425
H 4.145 1.411 -2.716
H 5.930 -4.655 -1.383
H 5.106 -3.563 -0.434
H 4.257 -5.869 -0.211
H -6.521 0.701 6.733
H 2.698 -4.300 0.586

## Properties
HOMO-LUMO gap, eV: 7.15
LUMO energy, eV: -6.481
Net charge: +2
Spin multiplicity: 1
HOMO, eV: -13.64


C29H26N3PtSi | ωB97M-V/def2-TZVPD

Positions of all 60 atoms, in Å:
Pt 0.537 0.818 0.604
Si 1.034 0.537 -1.706
N -1.560 0.351 1.224
N 0.523 -1.010 1.890
N -0.559 2.721 1.049
C -0.639 -1.692 1.941
C 0.109 3.864 1.111
C -1.203 -1.354 -1.746
C -1.954 5.052 0.843
C -2.447 -1.799 -2.168
C -1.833 -0.888 1.627
C 3.376 -0.529 -2.908
C -2.630 3.837 0.803
C 4.385 -2.655 -2.439
C 4.416 -1.429 -3.082
C -2.469 1.319 1.127
C -4.148 -0.287 1.687
C -0.646 -3.008 2.388
C -3.161 -1.250 1.856
C -0.584 5.075 1.032
C 3.355 -2.976 -1.566
C -2.478 -0.080 -3.855
C 1.664 -1.508 2.350
C 0.543 -3.570 2.843
C 1.701 -2.811 2.857
C -1.900 2.663 0.945
C 2.318 -2.076 -1.377
C -0.614 -0.261 -2.367
C -3.812 1.017 1.351
C -1.229 0.366 -3.440
C 2.347 -0.851 -2.032
C -3.066 -1.170 -3.236
C 1.583 3.766 1.296
C 2.848 -0.606 2.312
H 2.629 -3.200 3.249
H 3.343 -3.928 -1.057
H 2.107 4.583 0.807
H 1.511 -2.334 -0.705
H 1.963 2.807 0.898
H -0.775 1.203 -3.946
H -2.504 5.979 0.745
H -0.711 -1.869 -0.934
H 5.233 -1.160 -3.734
H 2.659 0.251 1.637
H 3.404 0.414 -3.431
H 0.555 -4.587 3.207
H -2.970 0.431 -4.670
H -2.906 -2.651 -1.688
H -0.040 6.004 1.109
H 3.042 -0.212 3.313
H -4.002 -1.557 -3.616
H 3.745 -1.131 1.990
H -4.567 1.783 1.299
H -5.181 -0.543 1.866
H 1.367 1.725 -2.534
H -1.564 -3.573 2.399
H 1.817 3.811 2.362
H -3.420 -2.242 2.189
H 5.158 -3.383 -2.648
H -3.700 3.803 0.679

## Properties
HOMO-LUMO gap (spin up / spin down), eV: 3.95 / 4.09
LUMO energy (spin up / spin down), eV: -12.995 / -12.922
Net charge: +3
Spin multiplicity: 1
HOMO (spin up / spin down), eV: -16.95 / -17.01


C29H26N6OPtS | ωB97M-V/def2-TZVPD

Positions of all 64 atoms, in Å:
Pt -0.217 -0.511 -0.051
S 0.028 -2.900 -0.104
O -1.016 1.545 -0.707
N -1.059 0.084 7.029
N -0.105 -0.014 2.103
N 1.852 -0.303 -0.926
N 1.164 -0.023 7.134
N 0.593 -4.037 -2.468
N 1.942 -2.384 -2.064
C 3.950 -1.098 -1.721
C -0.799 0.112 10.711
C 0.728 0.006 8.434
C 2.320 -2.952 -3.280
C 4.560 0.081 -1.330
C -2.168 1.775 -1.087
C 0.051 0.025 6.334
C 1.198 -0.083 4.096
C 0.604 0.051 10.785
C -5.016 -1.381 -1.518
C -1.458 0.123 9.504
C 0.047 0.016 4.884
C -0.680 0.072 8.342
C -5.226 -0.169 -2.163
C -2.559 3.183 -1.397
C -1.183 0.108 4.220
C 2.583 -1.240 -1.531
C 3.792 1.082 -0.754
C -2.987 -0.524 -0.603
C 1.076 -0.100 2.724
C -0.502 -4.989 -2.340
C -3.171 0.699 -1.246
C -3.882 -1.563 -0.734
C 1.491 -3.981 -3.514
C 2.449 0.838 -0.550
C -4.314 0.865 -2.029
C 1.394 -0.002 9.656
C -1.216 0.088 2.848
C 0.859 -3.059 -1.585
H 1.457 -4.660 -4.347
H 1.080 0.047 11.756
H -6.110 -0.030 -2.770
H -1.448 -4.508 -2.585
H -2.732 3.309 -2.468
H -4.483 1.795 -2.554
H -2.127 -0.645 0.087
H 2.185 -0.151 4.529
H -0.330 -5.815 -3.024
H -2.090 0.194 4.800
H 3.132 -2.567 -3.869
H -3.480 3.448 -0.879
H -2.537 0.166 9.438
H -1.368 0.153 11.629
H -1.761 3.857 -1.098
H 5.623 0.215 -1.474
H 1.953 -0.182 2.094
H 2.124 -0.067 6.843
H 2.473 -0.044 9.723
H 1.811 1.572 -0.075
H 4.525 -1.903 -2.155
H -3.708 -2.500 -0.220
H 4.226 2.027 -0.463
H -0.551 -5.368 -1.323
H -5.739 -2.180 -1.614
H -2.159 0.169 2.322

## Properties
HOMO-LUMO gap (spin up / spin down), eV: 6.67 / 4.90
LUMO energy (spin up / spin down), eV: -5.567 / -7.329
Net charge: +2
<S²>: 2.006
Spin multiplicity: 3
HOMO (spin up / spin down), eV: -12.23 / -12.23


C29H27ClO17Si | ωB97M-V/def2-TZVPD

Positions of all 75 atoms, in Å:
Cl -1.376 -2.379 -4.825
Si 0.542 -0.560 -1.938
O 4.997 1.943 2.923
O -4.572 -0.771 -6.142
O -1.412 2.347 -4.586
O -5.147 -3.530 7.487
O 8.602 1.885 -0.953
O -3.091 1.123 2.484
O -4.325 -0.115 4.357
O -1.240 0.550 0.572
O -3.514 -5.300 6.220
O -2.761 -1.915 3.042
O -2.708 4.460 -5.712
O 2.284 2.499 3.000
O 9.405 2.761 1.496
O -1.149 -3.917 -2.689
O 4.219 0.987 0.503
O -5.819 1.330 -7.341
O 0.451 2.995 4.952
C -1.373 2.082 3.772
C -3.694 -4.047 5.719
C 0.038 2.447 3.946
C -1.185 -2.706 -3.040
C 8.123 2.350 1.296
C 2.359 -2.798 -2.695
C -4.816 1.589 -6.698
C 1.931 -1.282 -3.035
C -0.832 1.128 1.565
C -3.287 -2.301 4.072
C -4.305 2.956 -6.555
C -2.434 2.093 -5.201
C 2.057 -3.273 -1.196
C -4.071 0.489 -6.021
C -2.958 0.729 -5.324
C -1.782 1.467 2.661
C -3.194 3.196 -5.856
C 7.762 1.874 -0.070
C 5.495 1.423 0.694
C 5.848 1.924 2.052
C -4.595 -3.131 6.475
C 6.391 1.403 -0.295
C 7.225 2.373 2.284
C 0.572 1.514 1.727
C -1.109 -1.538 -1.963
C -4.778 -1.769 5.964
C -4.168 -1.376 4.843
C -3.086 -3.656 4.597
C 0.983 2.132 2.837
H -5.420 -1.109 6.532
H 3.509 -2.849 -2.823
H -4.058 -5.336 7.031
H 0.955 -3.512 -0.984
H 0.269 0.826 -2.390
H -2.407 -0.060 -4.830
H 1.946 -3.534 -3.482
H 2.327 2.924 3.879
H -3.130 0.692 1.605
H -1.313 -2.003 -0.931
H 2.504 -2.519 -0.443
H 7.473 2.717 3.279
H 9.851 2.649 0.634
H -3.782 -0.079 3.535
H -2.052 2.331 4.576
H 3.773 1.106 1.366
H 2.870 -0.624 -2.874
H -1.954 -0.771 -2.150
H 2.625 -4.262 -0.997
H 1.026 -0.481 -0.559
H -2.432 -4.311 4.038
H 6.147 1.044 -1.286
H 1.664 -1.235 -4.153
H 1.248 1.278 0.916
H -4.864 3.747 -7.037
H -5.375 -0.680 -6.690
H -1.901 4.368 -5.169

## Properties
HOMO-LUMO gap, eV: 7.85
LUMO energy, eV: -1.952
SMILES: O=C1C=C(O)C(=O)C=C1O.O=C1C=C(O)C(=O)C=C1O.O=C1C=C(O)C(=O)C=C1O.O=C1C=C(O)C(=O)C=C1O.CCC[SiH2]CC(=O)Cl
Spin multiplicity: 1
HOMO, eV: -9.80


C29H27CsFIN5O3S3 | ωB97M-V/def2-TZVPD

Positions of all 70 atoms, in Å:
Cs -0.318 -0.476 -1.256
I -0.298 -4.187 -6.314
S 2.357 -2.925 0.135
S -0.707 -4.009 -0.858
S 2.033 -4.873 -2.783
F -0.889 6.536 0.287
O -0.510 -0.949 1.432
O 0.460 1.708 0.308
O 0.896 -1.119 3.184
N -1.682 3.465 -6.433
N -0.158 2.751 4.216
N 0.865 -0.528 -4.393
N -2.432 0.521 -3.249
N -5.885 2.301 -5.477
C -0.051 -2.164 -5.857
C 1.316 -3.985 1.175
C 0.113 1.017 2.554
C -0.187 3.359 1.884
C 0.158 1.977 1.472
C -2.867 1.240 -4.047
C 3.532 -4.126 -0.547
C 0.913 2.330 6.417
C 2.971 -5.328 -1.301
C -0.378 0.139 -6.328
C -0.012 4.571 5.869
C -0.356 3.715 3.228
C 0.343 0.415 -5.176
C -0.180 3.073 5.659
C -0.276 -5.709 -1.321
C 0.670 -1.802 -4.728
C -4.749 2.218 -5.277
C -2.439 2.865 -5.795
C -0.913 5.956 2.562
C -0.176 -3.898 0.864
C -0.746 5.025 3.562
C 0.194 -0.496 2.372
C -0.716 5.590 1.235
C -3.360 2.117 -5.031
C 0.518 -5.849 -2.614
C -0.364 4.321 0.881
C 0.012 1.462 3.826
C -0.978 5.366 5.008
C -0.586 -1.185 -6.676
H 3.803 -5.974 -1.591
H 1.694 -5.005 1.091
H -1.208 6.971 2.798
H 0.088 0.724 4.613
H 0.774 1.252 6.439
H -0.715 -4.641 1.456
H 1.017 4.850 5.622
H 0.921 2.681 7.451
H 1.448 -3.657 2.208
H 0.270 -6.143 -0.482
H -1.155 -1.444 -7.558
H -1.193 -6.290 -1.430
H -0.089 -5.520 -3.459
H 1.103 -2.550 -4.073
H -0.776 0.950 -6.922
H -1.159 2.776 6.055
H 2.322 -5.921 -0.658
H -0.162 4.780 6.929
H -2.006 5.115 5.289
H 4.163 -3.531 -1.211
H 0.746 -6.905 -2.777
H 0.502 1.444 -4.873
H -0.514 -2.909 1.179
H -0.856 6.438 5.163
H 4.176 -4.494 0.256
H 1.887 2.540 5.971
H -0.223 4.033 -0.152

## Properties
HOMO-LUMO gap, eV: 6.80
LUMO energy, eV: 1.816
Net charge: -1
Spin multiplicity: 1
HOMO, eV: -4.98


| no. | F_max (eV Å⁻¹) |
| --- | --- |
| 1 | 0.1 |
| 2 | 0.4 |
| 3 | 2.2 |
| 4 | 6.2 |
| 5 | 0.7 |
| 6 | 5.5 |
| 7 | 0.7 |